# C2H8N4S

2 unconnected molecules or ions with the total composition C2H8N4S at a distorted geometry (wB97M-V/def2-TZVPD, the Open Molecules 2025 dataset).

Structure (XYZ):
```
15
Properties=species:S:1:pos:R:3
S -1.029 2.583 -0.691
N 0.965 0.813 -0.516
N -0.480 -0.597 1.534
N 1.560 1.389 -1.704
N -1.073 0.296 0.631
C -0.403 1.066 -0.211
C -0.467 -2.097 0.994
H 0.899 1.352 -2.439
H 1.747 2.392 -1.480
H 0.546 -2.624 1.462
H -0.325 -1.920 -0.101
H 0.586 -0.234 1.540
H 1.106 -0.467 -1.006
H -1.592 -2.468 1.170
H -2.041 0.518 0.819
```

Output
* spin multiplicity: 1
* frontier orbital gap: 8.372 eV
* net charge: 0
* energy above the lowest of the compared OMol25 structures with the same formula, charge and spin: 78.27 kcal/mol
* electronic energy: -698.043915 hartree
* HOMO level: -8.332 eV